# C3H6N2O2

An isolated molecule of C3H6N2O2 (the ωB97M-V functional and the def2-TZVPD basis, the OMol25 dataset).

Last column: Mulliken charge in e.
Positions of all 13 atoms, in Å:
H (-0.72, -0.41, -2.51)  0.21
N (-0.49, -0.23, -1.54)  -0.66
C (-1.27, -0.88, -0.77)  0.19
O (-1.26, -0.81, 0.55)  -0.36
C (-0.52, 0.17, 1.29)  -0.62
C (0.46, 1.02, 0.63)  0.45
N (1.54, -0.01, 0.29)  -0.39
O (0.72, 2.19, 0.71)  -0.53
H (-2.04, -1.59, -1.09)  0.41
H (-1.24, 0.70, 1.93)  0.31
H (2.48, 0.35, 0.45)  0.25
H (1.40, -0.36, -0.66)  0.27
H (0.87, -0.50, 1.25)  0.48

highest occupied orbital energy = -8.187 eV
electronic energy = -10280.00153 eV
SMILES string = [H]/N=C/O/C=C(\[NH3+])[O-]
HOMO-LUMO gap = 8.95 eV
strongest force on any atom = 0.5 eV Å⁻¹

# C2H13NO3S2

A cluster of 4 separate species, C2H13NO3S2 in total in a non-equilibrium geometry (the ωB97M-V functional and the def2-TZVPD basis, the OMol25 dataset).

Last column: Mulliken charge in e.
Positions of all 21 atoms, in Å:
N (2.23, 2.12, -0.15)  -0.46
C (1.22, 2.20, 1.01)  -0.64
C (0.77, 1.00, 1.63)  -0.16
S (-0.06, 1.39, 3.18)  0.19
S (-1.65, 2.56, 2.75)  -0.08
H (3.24, 1.94, -0.11)  0.27
H (1.90, 1.55, -0.99)  0.28
H (1.38, 2.99, 1.75)  0.39
H (0.36, 2.54, 0.44)  0.37
H (-0.02, 0.34, 1.18)  0.18
H (1.52, 0.11, 1.81)  0.38
H (-2.86, 1.90, 2.33)  0.27
H (0.82, -3.03, -1.30)  0.31
H (2.19, -3.06, -0.55)  0.31
O (1.23, -3.14, -0.47)  -0.60
H (-1.88, -2.14, -0.24)  0.32
H (-1.58, -1.10, -1.50)  0.35
O (-1.26, -1.41, -0.59)  -0.66
H (-2.36, -3.04, -3.39)  0.32
H (-2.64, -1.57, -3.74)  0.30
O (-2.55, -2.15, -3.05)  -0.62

highest occupied orbital energy (alpha / beta) = -13.599 / -13.061 eV
2S+1 = 2
electronic energy = -31577.58097 eV
HOMO-LUMO gap (alpha / beta) = 9.59 / 4.56 eV
strongest force on any atom = 7.4 eV Å⁻¹
charge = +1

# C4H7NO2

An isolated molecule of C4H7NO2 (the ωB97M-V functional and the def2-TZVPD basis, the OMol25 dataset).

Last column: Mulliken charge in e.
Positions of all 14 atoms, in Å:
O (2.69, 1.13, 0.72)  -0.57
C (2.15, 0.12, 0.32)  0.11
N (0.90, 0.07, -0.20)  0.07
C (-0.03, -1.05, -0.39)  -0.66
C (-1.14, -0.12, 0.16)  0.22
O (-2.35, -0.17, -0.54)  -0.55
C (-0.16, 1.06, -0.08)  -0.67
H (2.63, -0.88, 0.33)  0.31
H (0.20, -1.96, 0.17)  0.32
H (-0.18, -1.26, -1.45)  0.25
H (-1.27, -0.29, 1.24)  0.30
H (-3.07, -0.01, 0.08)  0.34
H (-0.01, 1.81, 0.70)  0.28
H (-0.36, 1.56, -1.04)  0.26

highest occupied orbital energy = -9.388 eV
electronic energy = -9845.58266 eV
SMILES string = O=CN1CC(O)C1
HOMO-LUMO gap = 9.95 eV
strongest force on any atom = 0.3 eV Å⁻¹

# C36H39AsBN8OS3Tl

A structure of composition C36H39AsBN8OS3Tl (the ωB97M-V functional and the def2-TZVPD basis, the OMol25 dataset).

Last column: Mulliken charge in e.
Positions of all 90 atoms, in Å:
Tl (-0.17, -0.54, 0.07)  1.82
C (-2.68, 1.91, 0.77)  -0.98
C (-3.37, 0.73, 1.44)  -0.96
S (-2.30, -0.67, 1.81)  0.11
C (-3.20, -2.05, 1.07)  -0.70
C (-3.51, -2.01, -0.43)  -0.99
S (-2.11, -1.73, -1.56)  0.20
C (-2.74, -0.37, -2.56)  -0.83
C (-3.16, 0.90, -1.83)  -1.14
S (-1.85, 1.58, -0.80)  0.43
H (-3.41, 2.70, 0.59)  0.69
H (-1.89, 2.33, 1.39)  0.24
H (-3.78, 1.07, 2.39)  0.62
H (-4.21, 0.37, 0.85)  0.46
H (-2.61, -2.92, 1.35)  0.32
H (-4.14, -2.13, 1.61)  0.66
H (-3.92, -2.98, -0.70)  0.59
H (-4.27, -1.27, -0.66)  0.60
H (-1.93, -0.16, -3.27)  0.41
H (-3.57, -0.76, -3.14)  0.59
H (-3.39, 1.65, -2.59)  0.57
H (-4.07, 0.76, -1.24)  0.55
C (3.32, -1.00, -2.74)  -1.93
C (1.98, -0.73, -2.47)  -0.17
N (1.67, -1.09, -1.23)  -0.46
N (2.79, -1.61, -0.66)  0.89
C (3.80, -1.53, -1.56)  0.17
B (2.67, -2.16, 0.79)  -0.22
N (1.52, -3.20, 0.84)  0.70
C (1.61, -4.55, 0.96)  -0.03
C (0.39, -5.11, 0.67)  -1.71
C (-0.42, -4.01, 0.37)  -0.27
N (0.25, -2.87, 0.49)  -0.17
N (2.43, -1.01, 1.78)  0.69
C (3.28, -0.39, 2.62)  0.15
C (2.59, 0.59, 3.30)  -1.48
C (1.30, 0.54, 2.79)  -0.31
N (1.20, -0.44, 1.89)  -0.42
N (3.96, -2.96, 1.22)  0.20
C (4.77, -3.70, 0.55)  0.08
C (5.62, -4.41, 1.51)  -0.92
C (5.14, -3.98, 2.77)  -0.18
N (4.15, -3.14, 2.63)  -0.71
H (3.87, -0.81, -3.64)  0.48
H (1.24, -0.28, -3.12)  0.49
H (4.80, -1.81, -1.31)  0.72
H (2.53, -5.04, 1.24)  0.41
H (0.13, -6.15, 0.67)  0.48
H (-1.45, -4.02, 0.06)  0.45
H (4.31, -0.69, 2.71)  0.61
H (2.97, 1.24, 4.06)  0.53
H (0.44, 1.14, 3.03)  0.50
H (4.75, -3.78, -0.53)  0.72
H (6.43, -5.09, 1.28)  0.48
H (5.49, -4.27, 3.75)  0.53
O (0.82, 1.54, -0.13)  0.69
As (1.69, 2.98, -0.23)  0.13
C (0.79, 4.30, 0.81)  0.87
C (-0.50, 4.61, 0.35)  -1.03
C (-1.27, 5.54, 1.03)  -0.88
C (-0.77, 6.17, 2.16)  -0.59
C (0.52, 5.89, 2.60)  -0.90
C (1.30, 4.95, 1.93)  -0.35
C (1.61, 3.58, -2.04)  0.40
C (0.85, 2.89, -2.96)  0.57
C (0.79, 3.33, -4.28)  -1.19
C (1.50, 4.46, -4.65)  -0.58
C (2.27, 5.15, -3.72)  -0.83
C (2.33, 4.71, -2.40)  -0.72
C (3.55, 2.72, 0.14)  0.87
C (4.24, 2.06, -0.87)  -0.77
C (5.60, 1.80, -0.74)  -0.88
C (6.27, 2.21, 0.41)  -0.71
C (5.59, 2.88, 1.41)  -0.89
C (4.23, 3.13, 1.29)  -0.40
H (-0.87, 4.15, -0.55)  0.76
H (-2.25, 5.79, 0.65)  0.49
H (-1.37, 6.91, 2.67)  0.44
H (0.92, 6.40, 3.46)  0.46
H (2.30, 4.78, 2.28)  0.32
H (0.29, 2.01, -2.65)  0.14
H (0.19, 2.81, -5.01)  0.48
H (1.46, 4.82, -5.67)  0.43
H (2.82, 6.04, -4.01)  0.46
H (2.92, 5.25, -1.68)  0.44
H (3.73, 1.78, -1.79)  0.58
H (6.14, 1.32, -1.54)  0.53
H (7.34, 2.05, 0.50)  0.47
H (6.11, 3.22, 2.30)  0.47
H (3.72, 3.63, 2.09)  0.20

highest occupied orbital energy (alpha / beta) = -15.768 / -15.768 eV
2S+1 = 2
electronic energy = -150622.98582 eV
HOMO-LUMO gap (alpha / beta) = 7.30 / 4.25 eV
strongest force on any atom = 0.9 eV Å⁻¹
charge = +3

# C26H52CaCl2N3O5Si2

A structure of composition C26H52CaCl2N3O5Si2 in a non-equilibrium geometry (the ωB97M-V functional and the def2-TZVPD basis, the OMol25 dataset).

Last column: Mulliken charge in e.
Positions of all 91 atoms, in Å:
C (0.61, -1.63, -3.91)  -1.52
C (-0.87, -1.47, -3.69)  0.51
H (0.84, -2.62, -4.31)  0.43
H (1.15, -1.47, -2.96)  0.06
H (0.99, -0.89, -4.64)  0.35
C (-1.81, -2.25, -4.23)  0.23
C (-1.58, -3.39, -5.17)  -1.51
H (-2.86, -2.06, -4.02)  0.35
H (-0.53, -3.65, -5.32)  0.36
H (-2.00, -3.16, -6.16)  0.30
H (-2.11, -4.28, -4.81)  0.29
Ca (0.03, 0.24, 0.56)  1.46
Cl (2.47, -0.24, -0.52)  -0.93
C (-2.94, 1.32, 0.41)  0.01
O (-2.46, 0.40, 1.09)  -0.70
N (-4.09, 1.96, 0.65)  0.93
C (-4.97, 1.54, 1.73)  -1.12
C (-4.51, 3.09, -0.18)  -1.23
H (-2.40, 1.71, -0.48)  0.39
H (-4.44, 0.83, 2.36)  0.30
H (-5.87, 1.07, 1.33)  0.27
H (-5.27, 2.42, 2.32)  0.34
H (-3.77, 3.25, -0.97)  0.30
H (-4.60, 4.00, 0.43)  0.41
H (-5.48, 2.88, -0.65)  0.37
H (2.32, 2.35, 5.22)  0.32
H (3.84, 3.38, 3.58)  0.34
C (2.60, 1.34, 4.90)  -0.91
C (4.15, 2.39, 3.22)  -0.98
N (3.14, 1.38, 3.54)  0.20
H (1.74, 0.67, 4.90)  0.22
C (2.53, 0.68, 2.56)  0.57
O (1.40, 0.17, 2.64)  -0.67
H (4.27, 2.42, 2.13)  0.32
H (3.13, 0.58, 1.64)  0.11
H (3.36, 0.95, 5.59)  0.31
H (5.11, 2.14, 3.68)  0.31
H (-0.06, -3.46, -1.76)  0.08
H (-2.65, -3.69, -1.85)  0.08
C (-0.10, -3.70, -0.68)  -0.81
C (-2.55, -4.04, -0.81)  -0.74
N (-1.42, -3.38, -0.17)  0.37
H (0.65, -3.11, -0.15)  0.26
C (-1.58, -2.56, 0.88)  0.20
O (-0.67, -1.85, 1.35)  -0.79
H (-3.46, -3.79, -0.25)  0.28
H (-2.61, -2.56, 1.30)  0.22
H (0.10, -4.77, -0.56)  0.36
H (-2.40, -5.13, -0.82)  0.34
O (-0.92, -0.56, -1.47)  -0.24
C (-1.23, -0.31, -2.76)  -0.23
C (-3.68, -0.49, -2.14)  0.35
C (-2.69, 0.18, -2.86)  0.10
H (-3.38, -1.36, -1.55)  0.02
C (-4.99, -0.03, -2.19)  -0.58
H (-0.61, 0.53, -3.14)  0.26
C (-3.01, 1.28, -3.66)  -0.36
H (-5.76, -0.57, -1.62)  0.39
C (-5.32, 1.08, -2.97)  -0.59
C (-4.33, 1.73, -3.71)  -0.72
H (-2.21, 1.75, -4.24)  0.41
H (-6.35, 1.44, -3.00)  0.41
H (-4.59, 2.58, -4.35)  0.34
Si (6.71, -2.55, -0.30)  0.50
Cl (6.24, -3.55, -2.06)  -0.35
C (6.00, -3.59, 1.09)  -0.90
C (5.94, -0.87, -0.46)  -0.36
C (8.58, -2.46, -0.16)  -0.94
H (4.92, -3.73, 0.96)  0.26
H (6.17, -3.11, 2.06)  0.31
H (6.47, -4.58, 1.11)  0.26
H (9.03, -3.46, -0.11)  0.26
H (8.87, -1.91, 0.75)  0.32
H (9.01, -1.94, -1.03)  0.25
H (4.85, -0.94, -0.56)  -0.17
H (6.33, -0.34, -1.34)  0.28
H (6.15, -0.25, 0.43)  0.25
C (-1.16, 2.32, 3.85)  -0.79
Si (-0.57, 3.35, 2.35)  0.51
C (-2.01, 4.58, 2.07)  -1.08
C (0.84, 4.44, 3.01)  -0.77
O (-0.18, 2.47, 1.09)  -0.96
H (-1.40, 2.97, 4.70)  0.38
H (-0.40, 1.60, 4.17)  0.06
H (-2.06, 1.75, 3.58)  0.18
H (-1.93, 5.45, 2.75)  0.42
H (-2.02, 4.96, 1.04)  0.29
H (-2.99, 4.11, 2.27)  0.13
H (0.40, 5.13, 3.75)  0.34
H (1.63, 3.87, 3.51)  -0.16
H (1.30, 5.02, 2.21)  0.30

highest occupied orbital energy = -4.721 eV
electronic energy = -101763.92123 eV
HOMO-LUMO gap = 7.28 eV
strongest force on any atom = 1.7 eV Å⁻¹
charge = -1

Relative energy (zero: lowest compared OMol25 entry of this formula, charge and spin) values, unit kJ/mol, following the record order: 462.7 124.5 163.7 0.0 0.0.